# 1
Here is 9 unconnected molecules or ions with the total composition C24H60BN4O16 at a distorted geometry from OMol25. Energies are from ωB97M-V/def2-TZVPD.

XYZ file:
```
105
Properties=species:S:1:pos:R:3:mulliken_charge:R:1
O -1.088 -2.963 -4.734 -0.59
C -0.817 -2.045 -3.976 0.58
O -0.770 -2.060 -2.577 -0.44
B -0.390 -0.745 -2.041 0.98
O 0.004 -0.010 -3.301 -0.53
C -0.283 -0.670 -4.449 0.64
O -0.039 -0.378 -5.620 -0.65
O 0.806 -0.700 -1.188 -0.44
C 0.472 -0.389 0.053 0.53
O 1.207 -0.430 1.108 -0.67
C -0.990 0.305 -0.013 0.60
O -1.431 0.021 -1.242 -0.43
O -1.466 1.026 0.859 -0.62
C 2.583 -1.482 -12.299 -0.42
O 2.935 -0.542 -11.219 -0.51
H 3.268 -1.243 -13.113 0.18
H 2.776 -2.449 -11.834 0.22
H 1.533 -1.363 -12.565 0.23
H 2.204 -0.529 -10.596 0.30
C -5.412 -7.297 -6.281 -0.45
O -6.292 -8.348 -6.535 -0.52
H -5.583 -6.597 -7.098 0.23
H -5.638 -6.903 -5.290 0.20
H -4.340 -7.475 -6.367 0.24
H -6.250 -8.709 -7.423 0.29
C -3.227 3.728 -6.579 -0.40
O -4.119 4.382 -7.500 -0.53
H -2.202 3.742 -6.951 0.22
H -3.188 4.118 -5.562 0.22
H -3.602 2.710 -6.681 0.19
H -4.523 3.730 -8.078 0.31
C -7.337 -0.808 -2.052 -0.49
O -8.287 0.112 -1.459 -0.51
H -7.841 -1.420 -2.801 0.22
H -6.430 -0.386 -2.483 0.24
H -6.992 -1.487 -1.272 0.24
H -7.912 0.591 -0.717 0.30
C 0.880 2.834 8.213 -1.37
C 2.190 2.199 7.565 0.32
C 3.008 3.235 6.673 -0.77
O 4.296 2.749 6.364 -0.29
C 4.927 3.333 5.237 -0.74
N 2.996 1.729 8.674 -0.66
H 0.298 3.101 7.331 0.33
H 1.016 3.717 8.838 0.37
H 0.250 2.126 8.751 0.42
H 1.978 1.338 6.931 0.30
H 3.070 4.242 7.087 0.33
H 2.519 3.298 5.701 0.37
H 5.973 3.035 5.158 0.23
H 4.868 4.419 5.302 0.30
H 4.363 3.037 4.353 0.32
H 2.367 1.150 9.212 0.26
H 3.055 2.509 9.313 0.26
C -6.340 5.877 -0.320 -1.25
C -7.057 5.873 1.100 0.34
C -8.223 6.908 1.253 -0.60
O -7.765 8.268 1.174 -0.32
C -8.678 9.150 1.758 -0.76
N -7.508 4.484 1.456 -0.67
H -5.495 5.199 -0.436 0.36
H -5.927 6.868 -0.507 0.31
H -7.091 5.628 -1.070 0.29
H -6.289 6.176 1.811 0.23
H -8.692 6.613 2.191 0.31
H -9.007 6.652 0.539 0.35
H -8.640 9.257 2.842 0.28
H -9.699 8.923 1.452 0.33
H -8.496 10.130 1.317 0.27
H -8.139 4.616 2.234 0.24
H -6.734 4.049 1.937 0.28
C 6.821 -2.136 -4.442 -1.35
C 5.723 -2.122 -5.462 0.31
C 4.639 -3.316 -5.352 -0.57
O 5.276 -4.598 -5.203 -0.34
C 4.383 -5.389 -4.409 -0.77
N 5.186 -0.766 -5.515 -0.72
H 7.243 -3.136 -4.546 0.34
H 6.434 -2.065 -3.426 0.31
H 7.566 -1.347 -4.549 0.35
H 6.182 -2.319 -6.431 0.31
H 4.007 -3.225 -6.235 0.34
H 4.021 -3.028 -4.501 0.30
H 4.152 -5.032 -3.406 0.32
H 4.719 -6.425 -4.367 0.28
H 3.417 -5.406 -4.914 0.32
H 4.695 -0.696 -4.636 0.29
H 4.417 -0.750 -6.170 0.28
C 4.056 -4.723 5.977 -1.26
C 4.240 -3.679 7.169 0.20
C 4.956 -4.364 8.326 -0.77
O 5.475 -3.315 9.176 -0.30
C 5.422 -3.895 10.514 -0.81
N 5.074 -2.628 6.585 -0.59
H 3.408 -4.204 5.272 0.39
H 3.552 -5.619 6.341 0.36
H 4.998 -4.976 5.490 0.34
H 3.277 -3.301 7.512 0.31
H 5.788 -5.027 8.091 0.33
H 4.167 -4.925 8.827 0.38
H 4.413 -4.094 10.876 0.29
H 6.072 -3.222 11.073 0.30
H 6.097 -4.743 10.627 0.32
H 4.539 -2.262 5.810 0.27
H 5.969 -3.026 6.337 0.24
```

Calculated values
- Charge: -1
- Electronic energy: -65257.806 eV
- Lowest unoccupied orbital energy: 2.1 eV

***

# 2
Here is a molecular structure, C24H60Br4N4O10V at a distorted geometry from OMol25. Energies are from ωB97M-V/def2-TZVPD.

XYZ file:
```
103
Properties=species:S:1:pos:R:3:mulliken_charge:R:1
O 1.015 -1.439 0.389 -0.94
V -0.603 -1.730 0.530 0.97
O -0.688 -3.216 1.203 -0.94
O -3.814 -2.161 -6.865 -0.68
C -3.918 -3.504 -6.334 -0.32
C -2.726 -4.006 -5.369 -0.33
O -2.262 -3.122 -4.375 -0.56
H -4.059 -4.252 -7.115 0.23
H -4.837 -3.483 -5.749 0.21
H -1.906 -4.083 -6.083 0.18
H -2.881 -5.004 -4.959 0.26
O -2.591 3.142 -1.887 -0.60
C -3.080 4.451 -2.066 -0.34
C -4.363 4.653 -2.971 -0.31
O -4.317 3.846 -4.144 -0.67
H -2.298 5.004 -2.585 0.19
H -3.167 4.919 -1.086 0.25
H -4.604 5.694 -3.184 0.23
H -5.218 4.300 -2.394 0.19
Br -0.103 -9.132 5.295 -0.17
C -1.606 -9.124 3.999 -0.57
C -2.724 -10.148 4.360 -0.57
Br -4.370 -9.764 3.353 -0.14
H -1.222 -9.248 2.986 0.37
H -2.145 -8.183 4.097 0.37
H -2.928 -10.150 5.431 0.38
H -2.362 -11.132 4.061 0.33
Br 5.313 -5.554 -0.305 -0.16
C 5.910 -4.507 -1.892 -0.55
C 4.909 -4.685 -3.031 -0.61
Br 5.635 -4.000 -4.727 -0.18
H 6.900 -4.858 -2.183 0.36
H 5.900 -3.450 -1.625 0.36
H 4.061 -4.053 -2.766 0.40
H 4.581 -5.718 -3.151 0.38
C 3.344 2.397 -6.254 -1.36
C 2.707 2.367 -7.677 0.13
C 3.671 2.246 -8.865 -0.65
O 2.989 1.868 -9.989 -0.27
C 3.675 1.544 -11.126 -0.73
N 1.782 1.234 -7.599 -0.64
H 2.549 2.371 -5.509 0.39
H 3.946 3.302 -6.168 0.36
H 3.940 1.493 -6.130 0.30
H 2.127 3.275 -7.842 0.37
H 4.445 1.511 -8.642 0.34
H 4.207 3.157 -9.130 0.40
H 3.035 1.331 -11.982 0.23
H 4.293 0.679 -10.887 0.31
H 4.285 2.407 -11.393 0.27
H 2.432 0.474 -7.738 0.26
H 1.241 1.322 -8.447 0.30
C -7.545 -3.231 0.789 -1.35
C -7.471 -1.686 0.545 0.31
C -8.805 -1.062 0.742 -0.84
O -9.191 -1.172 2.158 -0.28
C -10.342 -0.436 2.472 -0.82
N -6.346 -1.180 1.301 -0.70
H -7.699 -3.416 1.852 0.28
H -6.579 -3.559 0.407 0.37
H -8.298 -3.721 0.173 0.37
H -7.323 -1.496 -0.518 0.43
H -9.470 -1.568 0.041 0.35
H -8.780 -0.036 0.375 0.43
H -11.111 -0.714 1.751 0.32
H -10.292 0.633 2.265 0.33
H -10.737 -0.535 3.483 0.25
H -6.282 -0.207 1.038 0.29
H -6.615 -1.039 2.265 0.26
C 1.042 0.759 7.014 -1.43
C 1.313 -0.234 5.848 0.46
C 1.584 -1.597 6.209 -0.70
O 2.712 -1.672 7.029 -0.30
C 2.986 -2.954 7.615 -0.71
N 0.052 -0.176 5.113 -0.66
H 0.494 1.663 6.749 0.44
H 1.955 1.185 7.429 0.30
H 0.412 0.337 7.797 0.32
H 2.238 0.161 5.429 0.23
H 1.645 -2.232 5.325 0.43
H 0.822 -2.044 6.847 0.27
H 2.081 -3.470 7.935 0.31
H 3.707 -2.842 8.424 0.23
H 3.511 -3.520 6.846 0.28
H -0.689 -0.472 5.733 0.26
H -0.256 0.753 4.864 0.25
C 4.105 5.788 2.419 -1.41
C 4.475 6.649 3.683 0.30
C 5.959 7.001 3.659 -0.72
O 6.313 7.618 4.871 -0.30
C 7.587 8.193 4.829 -0.78
N 3.710 7.903 3.724 -0.75
H 3.055 5.510 2.517 0.37
H 4.703 4.878 2.465 0.39
H 4.285 6.363 1.511 0.30
H 4.254 6.074 4.583 0.37
H 6.202 7.704 2.863 0.33
H 6.540 6.105 3.440 0.39
H 7.850 8.972 4.114 0.31
H 8.307 7.374 4.808 0.32
H 7.680 8.646 5.816 0.26
H 4.194 8.611 3.191 0.27
H 3.958 8.109 4.681 0.34
```

Calculated values
- Charge: -3
- Electronic energy: -358133.736 eV
- Energy relative to the best compared isomer or geometry (same formula, charge and spin): 473.6 kJ/mol
- Lowest unoccupied orbital energy: 3.9 eV

***

Number 1: HOMO-LUMO gap 9.3 eV. Number 2: HOMO-LUMO gap 1.6 eV.